17
Properties=species:S:1:pos:R:3:forces:R:3 method="wB97M-V/def2-TZVPD" homo_lumo_gap_ev=9.121 multiplicity=1 lumo_energy_ev=0.5590 max_force_ha_per_bohr=0.0868
C 1.3025 -0.2067 0.5780 -2.61 2.56 0.75
C 0.1151 1.8437 -0.7238 1.05 0.04 -1.88
C -1.7497 -2.0619 0.1076 1.02 -0.43 4.23
N -1.5117 -0.6097 0.0430 0.64 -0.82 -1.39
Si 1.5329 1.7162 0.5860 -1.24 -2.79 -2.12
Si -0.0744 -0.0507 -0.7233 2.43 -0.27 0.11
H 2.0500 -0.8381 0.4128 3.65 -2.24 -1.26
H 0.9827 -0.5578 1.5463 -0.81 0.04 0.50
H -0.6790 2.5090 -0.3949 -0.19 -0.02 -0.29
H 0.4725 2.0931 -1.7927 -0.62 0.05 1.66
H -2.4461 -2.4025 0.9848 1.04 1.09 -1.41
H -2.1053 -2.6132 -0.7238 -0.12 0.00 -1.32
H -0.7219 -2.4750 0.4771 -1.72 0.32 -0.99
H -2.2136 0.0938 0.0534 -1.25 -0.18 -0.05
H 1.1122 2.3907 1.7103 -0.69 0.96 2.04
H 2.8686 2.0791 0.3263 1.30 0.62 -0.59
H 1.0651 -0.9099 -2.4670 -1.86 1.06 2.03



118
Properties=species:S:1:pos:R:3:forces:R:3 method="wB97M-V/def2-TZVPD" homo_lumo_gap_ev=1.212 multiplicity=1 lumo_energy_ev=-5.0998 max_force_ha_per_bohr=0.2223
C 0.1844 -4.4719 4.9050 0.28 -0.15 0.79
C 1.0486 -3.2994 5.4468 0.20 -0.56 -1.14
O 0.7802 -2.0730 4.7811 -1.22 -0.25 -0.09
C -0.3631 -1.4085 5.3679 0.04 -0.12 0.53
C -0.7035 -0.1333 4.6265 0.37 -0.30 -0.48
C -1.1306 -0.3469 3.1487 -0.63 0.14 0.91
C -1.7138 -1.7376 2.8679 0.97 -0.50 -0.58
C -2.1492 -1.9135 1.3842 -0.82 0.00 1.25
N -1.5033 -0.8825 0.5528 -0.85 -0.73 -0.24
C -2.3221 0.2328 0.0984 -0.03 0.18 -0.65
C -2.6750 0.1479 -1.4067 0.14 0.33 0.08
N -3.4007 1.0098 -1.9708 0.65 -0.94 1.16
C -0.2303 -1.0905 0.3336 -0.46 0.30 0.05
N 0.3967 -2.1813 0.8750 0.23 0.06 -0.82
C 1.6447 -2.0818 0.4773 -1.12 -0.19 0.63
C 2.6248 -3.1527 0.8480 -1.41 1.56 -0.85
C 2.1612 -4.4655 0.6743 -0.02 -0.70 0.40
C 2.9940 -5.5258 1.0493 0.41 1.09 0.30
C 4.2321 -5.1257 1.5671 -0.66 -0.80 -0.27
C 4.5518 -3.7832 1.6406 1.62 0.70 0.73
N 3.7985 -2.7256 1.3023 -0.20 -2.19 -0.21
N 1.8377 -0.9868 -0.2591 2.14 -1.28 0.08
C 3.1179 -0.5994 -0.8329 -0.25 1.41 -0.72
C 3.7343 0.6596 -0.1679 -0.03 0.49 -0.68
O 4.3849 1.3980 -1.2077 0.25 -0.08 0.39
C 4.7296 0.4126 0.9493 -0.64 0.48 0.12
N 5.0945 1.7402 1.5013 0.70 0.46 0.49
N 0.6438 -0.3262 -0.3781 0.30 0.13 0.83
C 0.5901 0.8952 -1.1823 0.36 -0.18 -1.55
C 0.4437 0.5394 -2.6883 -0.58 0.19 0.69
C -0.2279 1.7515 -3.3473 -0.86 0.95 -0.88
N -1.0692 1.6024 -4.4226 0.03 -3.80 1.28
O 0.0525 2.8502 -2.8937 0.36 -0.72 0.64
H -0.2839 -4.2559 3.9422 -0.05 0.12 0.19
H 0.8174 -5.3598 4.7692 -0.07 0.14 0.01
H -0.5531 -4.7561 5.6625 -0.25 0.05 -0.43
H 0.9772 -3.1962 6.5316 -0.08 0.05 -0.13
H 2.0887 -3.5377 5.2006 -0.02 0.27 0.23
H -1.2021 -2.1157 5.4454 0.01 0.14 -0.28
H -0.1082 -1.1325 6.3950 0.01 -0.10 -0.08
H 0.2095 0.4728 4.6086 -0.14 0.00 0.23
H -1.4488 0.4265 5.1960 -0.06 -0.24 -0.08
H -1.9095 0.3913 2.9090 0.35 0.11 -0.10
H -0.2334 -0.1394 2.5546 -0.27 -0.16 -0.14
H -2.5187 -2.0001 3.5582 -0.05 0.22 -0.20
H -0.9108 -2.4658 3.0192 -0.18 0.16 0.30
H -1.9473 -2.9240 1.0199 0.28 0.25 -0.06
H -3.2374 -1.8211 1.3330 0.22 0.44 -0.40
H -1.8746 1.1953 0.3748 0.10 -0.18 -0.21
H -3.2758 0.2139 0.6296 0.26 -0.25 0.16
H -2.2959 -0.7020 -1.9906 0.00 0.03 0.21
H -3.6748 1.7106 -1.2788 -0.37 0.43 -0.67
H 1.1503 -4.6668 0.2659 0.42 0.36 0.71
H 2.6923 -6.5645 0.9818 0.04 0.09 -0.01
H 4.9427 -5.8665 1.9148 0.00 0.16 -0.03
H 5.5417 -3.5377 2.0260 -0.20 0.02 -0.01
H 2.9420 -0.3274 -1.8805 0.02 0.09 0.20
H 3.8315 -1.4237 -0.8789 -0.34 -0.13 0.50
H 2.9392 1.3019 0.2304 -0.01 -0.42 0.22
H 3.8420 2.1509 -1.4715 0.06 -0.01 -0.14
H 4.2142 -0.1172 1.7538 0.33 -0.25 -0.11
H 5.6325 -0.0968 0.5991 -0.29 -0.21 -0.01
H 5.4271 2.3486 0.7368 0.07 -0.68 -0.45
H 5.8971 1.5666 2.1338 -0.08 -0.71 -0.52
H -0.1688 1.6090 -0.8729 -0.11 -0.39 0.20
H 1.5410 1.4218 -1.1248 -0.21 -0.04 0.59
H -0.1091 -0.3996 -2.8060 -0.02 0.21 -0.18
H 1.4280 0.4459 -3.1668 -0.17 -0.06 0.01
H -0.4634 1.7057 -5.3476 -1.08 0.82 1.13
H -1.4258 0.6362 -4.3582 -0.11 0.21 -0.16
F -4.4026 2.2781 -3.4259 -0.37 0.43 -0.42
Cl -0.0060 3.2884 -5.8123 1.90 2.20 -2.45
Ca 5.9599 3.6693 2.5767 -0.57 0.99 0.39
B -2.3568 3.5384 7.8966 0.01 0.09 0.14
O -1.2482 4.2411 7.2153 -0.43 0.13 0.19
C -1.4906 5.5457 7.2626 0.86 -0.16 -0.47
O -0.7843 6.3964 6.8006 -0.06 0.09 0.01
C -2.8043 5.7673 7.9953 -0.93 0.14 0.52
O -3.3197 6.8246 8.2151 0.13 0.06 -0.08
O -3.2924 4.5839 8.3552 0.52 0.00 -0.32
O -3.0255 2.5880 6.9759 0.27 -0.07 0.40
C -2.9344 1.3748 7.4964 -0.53 -0.04 -0.85
O -3.3702 0.3751 6.9929 0.11 -0.14 0.03
C -2.1861 1.4632 8.8163 0.54 0.06 0.96
O -1.9295 0.5459 9.5418 -0.09 -0.10 -0.13
O -1.8587 2.7310 9.0311 -0.31 -0.13 -0.53
B -4.8705 -1.4873 -5.9321 -1.07 -0.03 1.67
O -6.0037 -0.7661 -5.3483 0.43 -0.24 -0.90
C -6.6745 -0.1342 -6.3170 -0.30 0.24 1.44
O -7.6428 0.5383 -6.1792 -0.05 -0.05 -0.32
C -5.9827 -0.4317 -7.6275 -1.13 0.35 -0.61
O -6.2889 -0.0410 -8.7107 0.46 -0.17 -0.06
O -4.9204 -1.2319 -7.3897 -8.34 -1.96 5.05
O -3.5802 -1.0175 -5.3601 -0.12 -0.91 -0.40
C -2.9932 -2.0706 -4.8005 0.79 1.35 0.34
O -1.9310 -2.0334 -4.2369 0.05 -0.20 0.05
C -3.8615 -3.2882 -4.9838 -0.91 -1.14 -0.11
O -3.6090 -4.3899 -4.5937 0.23 0.05 0.07
O -4.9542 -2.9374 -5.6553 0.70 0.54 -0.05
Cs -3.2153 -0.8293 -8.4303 9.51 2.31 -5.91
C 1.9821 5.0091 -2.8016 -0.07 0.04 -0.51
C 1.4082 5.9952 -1.8195 -0.60 -0.36 -0.10
O 2.2947 5.8697 -0.7051 0.56 0.17 -0.20
C 3.4971 5.5038 -1.2068 -0.33 0.01 -0.37
O 4.5249 5.5683 -0.5975 0.29 -0.40 0.42
O 3.3921 5.0641 -2.4763 0.15 0.19 0.61
F 0.1667 5.6467 -1.4322 0.14 0.11 0.16
H 1.6084 4.0003 -2.6402 -0.12 0.17 0.06
H 1.8024 5.2853 -3.8373 0.21 -0.07 -0.04
H 1.4043 7.0309 -2.1632 -0.06 0.03 0.12
C 1.6056 -1.8856 -11.5591 0.01 0.23 0.21
O 0.6517 -1.3855 -10.6252 -0.06 -0.12 0.02
H 1.1277 -2.6621 -12.1508 -0.06 0.02 0.04
H 1.9426 -1.0860 -12.2223 0.07 -0.10 -0.08
H 2.4640 -2.3122 -11.0341 0.05 -0.06 -0.13
H 1.0864 -0.7004 -10.1095 -0.07 0.05 0.00
Na 2.2401 -4.2547 -1.6403 -0.04 0.04 -0.91
Cl 2.3481 -0.8969 6.3971 1.30 0.81 0.42



68
Properties=species:S:1:pos:R:3:forces:R:3 method="wB97M-V/def2-TZVPD" total_charge=+1 homo_lumo_gap_ev=6.493 multiplicity=1 lumo_energy_ev=-3.9324 max_force_ha_per_bohr=0.0169
C -2.0927 0.5552 2.5584 0.22 -0.07 -0.08
C -2.6037 0.2520 1.1433 0.54 0.34 -0.02
Br -3.3231 -1.5756 1.0288 -0.13 -0.06 0.03
C -3.5883 1.2580 0.5682 -0.05 0.03 -0.36
N -4.6137 1.7116 1.5386 0.30 -0.81 -0.07
C -5.4932 0.7725 2.0681 0.11 0.19 -0.24
N -5.5710 0.6303 3.4272 -0.70 -0.27 -0.26
N -6.2878 0.0501 1.3235 0.04 0.19 0.22
O -6.4251 0.2706 -0.0128 -0.10 0.06 -0.02
H -2.5281 -0.0997 3.3196 -0.08 0.20 -0.10
H -2.2842 1.6008 2.8172 0.00 -0.16 -0.01
H -1.0112 0.3853 2.5932 -0.21 0.01 -0.03
H -1.7414 0.2335 0.4697 -0.26 -0.09 0.04
H -4.0307 0.8753 -0.3608 0.14 0.03 0.17
H -2.9973 2.1395 0.2868 -0.15 -0.09 0.22
H -5.1166 2.5219 1.1915 0.01 0.13 0.27
H -6.4772 0.3264 3.7645 0.04 -0.23 0.00
H -4.8347 0.0544 3.8231 0.42 0.61 0.17
H -6.8841 -0.6735 1.7125 0.04 -0.02 -0.01
H -5.9430 -0.4563 -0.4470 0.05 0.02 -0.01
C 0.5622 -6.1739 -0.2858 -0.01 -0.08 0.02
O 1.7511 -5.6788 0.2892 -0.05 0.10 -0.01
C 2.7901 -5.3950 -0.6402 0.10 -0.08 -0.02
C 3.0463 -3.9081 -0.7301 -0.02 0.04 0.01
N 1.9226 -3.2193 -1.3446 -0.07 -0.04 0.14
C 1.9868 -1.7672 -1.2909 -0.02 -0.07 -0.10
C 1.9879 -1.0986 0.0776 0.13 0.12 0.08
O 0.7652 -1.2426 0.7928 -0.05 -0.08 -0.03
C 0.6555 -2.4332 1.5576 -0.10 0.13 0.09
H -0.0747 -6.5062 0.5322 -0.01 0.01 0.00
H 0.0255 -5.4121 -0.8646 0.02 -0.01 -0.03
H 0.7604 -7.0258 -0.9435 -0.01 0.00 0.01
H 2.5434 -5.8046 -1.6244 -0.01 0.05 -0.01
H 3.6984 -5.8873 -0.2848 -0.02 -0.04 0.01
H 3.9406 -3.7401 -1.3380 -0.01 0.02 0.00
H 3.2676 -3.5503 0.2857 0.05 -0.02 -0.01
H 1.0657 -3.5331 -0.9065 0.01 0.01 -0.02
H 1.1304 -1.3799 -1.8490 0.07 -0.11 -0.02
H 2.8843 -1.4388 -1.8255 0.00 0.02 0.02
H 2.1272 -0.0255 -0.0803 0.08 -0.13 0.12
H 2.8222 -1.4357 0.7026 -0.03 -0.07 -0.02
H 1.6286 -2.7582 1.9337 -0.01 -0.01 -0.01
H 0.2041 -3.2569 0.9980 0.06 0.01 -0.03
H 0.0102 -2.2094 2.4090 0.01 -0.04 0.01
C 4.0150 4.0184 0.3458 0.07 0.06 0.01
O 3.3313 4.5527 -0.7680 -0.08 -0.08 0.04
C 3.6194 3.9179 -2.0067 0.07 0.06 -0.09
C 2.4108 3.1684 -2.5193 -0.02 0.00 -0.01
N 2.1080 2.0256 -1.6717 -0.05 0.08 0.12
C 0.8463 1.3667 -1.9538 -0.06 -0.10 -0.02
C -0.4415 2.1564 -1.7750 -0.10 -0.02 -0.09
O -0.7219 2.4907 -0.4228 -0.12 -0.01 0.11
C -0.1088 3.6781 0.0582 -0.05 0.00 0.05
H 3.8398 4.6922 1.1822 -0.01 -0.01 0.01
H 3.6583 3.0174 0.6182 0.02 -0.01 -0.02
H 5.0921 3.9598 0.1626 0.00 0.00 0.01
H 4.4764 3.2456 -1.9024 -0.04 -0.04 0.00
H 3.8826 4.6947 -2.7286 0.03 0.02 0.03
H 2.6144 2.8145 -3.5344 -0.01 -0.02 0.01
H 1.5812 3.8877 -2.5815 0.02 0.00 -0.04
H 2.1247 2.3207 -0.7032 0.00 0.01 -0.01
H 0.7750 0.4923 -1.3016 -0.15 0.24 -0.16
H 0.8703 0.9918 -2.9830 0.01 0.03 -0.01
H -1.2591 1.5052 -2.1010 -0.04 0.04 0.02
H -0.4868 3.0577 -2.3964 0.09 0.01 0.03
H 0.0051 4.4173 -0.7380 0.02 0.00 0.01
H 0.8695 3.4858 0.5043 0.02 0.02 -0.06
H -0.7563 4.0909 0.8323 -0.01 0.01 -0.01